No. 1
11
Properties=species:S:1:pos:R:3:forces:R:3:lowdin_charge:R:1 method="wB97M-V/def2-TZVPD" e_tot_ha=-968.33918 e_homo_ev=-7.8 de_lowest_kj_mol=278.1 homo_lumo_gap_ev=7.04
C 0.80085 0.31885 -2.98999 0.150 0.612 -0.764 -0.53
C 0.26293 0.04367 0.61274 2.407 2.011 0.704 -0.91
C -0.69247 -0.13390 1.73023 0.497 1.521 -1.232 -0.11
N 0.04166 -0.59875 -0.50062 -1.947 -2.890 -2.147 0.02
S 0.82346 1.68372 -3.64834 0.051 -0.168 0.033 0.76
S 1.66346 1.04621 0.81414 -1.683 -0.932 -0.432 0.48
H -0.65984 -1.45066 -0.55884 1.707 2.681 0.344 0.17
H -0.44228 -0.99482 2.20386 0.673 -2.802 1.652 0.05
H -1.66008 -0.22552 1.34621 -1.704 -0.088 -0.466 0.06
H -0.61761 0.65734 2.42987 0.062 0.792 0.521 0.06
H 0.47992 -0.34614 -1.43927 -0.214 -0.736 1.788 -0.06

=====

No. 2
139
Properties=species:S:1:pos:R:3:forces:R:3:lowdin_charge:R:1 method="wB97M-V/def2-TZVPD" e_tot_ha=-8672.29946 e_homo_ev=-8.4 smiles=CCCCCCCCCCC[Si@](Cl)(CCCc1ccccc1)c1ccccc1.Clc1ccccc1Cl.Clc1ccccc1Cl.Clc1ccccc1Cl.Clc1ccccc1Cl.Clc1ccccc1Cl.Clc1ccccc1Cl homo_lumo_gap_ev=8.99
C -2.55756 2.12185 2.06881 -1.180 0.529 0.511 -0.12
C -3.23165 0.83050 2.67091 0.348 -0.682 -0.745 -0.25
C -2.27368 -0.41491 2.82478 -0.589 -0.323 0.272 -0.23
C -1.36319 -0.40109 4.11524 0.224 0.491 -0.938 -0.19
C 0.05147 0.27801 3.92951 0.533 -0.359 0.762 -0.21
C 1.19786 -0.74509 3.49498 -0.723 0.243 0.565 -0.21
C 2.62405 -0.31214 4.02917 -0.227 -0.304 0.092 -0.28
C 3.67724 0.02525 2.91408 0.042 0.612 0.308 -0.21
C 3.16302 1.03928 1.79929 0.247 -0.667 0.186 -0.21
C 3.39117 0.35636 0.40112 0.366 0.923 -0.608 -0.27
C 2.99817 1.28924 -0.84479 0.419 -0.408 0.779 -0.27
Si 1.24298 0.95379 -1.50776 0.360 1.416 -0.264 0.33
Cl 0.04101 0.42175 0.14294 0.339 -0.014 -0.714 0.44
C 1.18900 -0.26966 -2.95752 -0.318 -0.151 -0.788 -0.28
C -0.18863 -1.03351 -3.13709 -0.100 -0.791 0.637 -0.24
C -0.02005 -2.62710 -3.24067 -0.106 0.551 1.550 -0.21
C -0.05078 -3.13701 -1.74151 0.068 -0.421 -0.302 -0.20
C 1.19667 -2.97500 -0.98175 -1.690 -1.004 1.513 -0.05
C 1.24293 -3.37528 0.41950 -2.330 -0.032 -1.755 -0.08
C 0.00334 -3.92201 0.99732 0.470 0.302 -0.835 -0.10
C -1.22661 -4.10077 0.24173 1.369 1.136 -1.590 -0.08
C -1.27878 -3.69426 -1.18528 2.549 0.177 2.121 -0.03
C 0.53751 2.61260 -2.18238 -0.975 0.811 -0.610 -0.26
C 1.18582 3.90426 -1.97695 -1.989 0.405 -1.488 -0.08
C 0.58300 5.10197 -2.57166 -1.505 -1.736 -0.550 -0.08
C -0.66266 4.98233 -3.34354 0.532 -1.571 0.436 -0.08
C -1.32157 3.68726 -3.56660 2.311 -0.014 1.518 -0.08
C -0.71129 2.50511 -2.96583 0.810 2.326 -0.030 -0.08
H -2.59665 2.11942 0.94291 0.455 -0.202 1.167 0.07
H -1.53605 2.32679 2.46995 -0.788 -0.269 -0.527 0.05
H -3.21029 2.99597 2.37299 0.763 -0.751 -0.317 0.06
H -4.03315 0.52005 1.93524 0.634 0.367 0.882 0.11
H -3.73080 0.99039 3.66487 0.478 0.159 -0.876 0.08
H -2.94793 -1.31967 2.92194 0.655 0.873 -0.161 0.10
H -1.68094 -0.57687 1.88427 -0.410 0.169 0.914 0.05
H -1.18669 -1.47773 4.39549 -0.217 1.129 0.117 0.10
H -1.90683 0.16317 4.92784 0.412 -0.852 -0.689 0.11
H 0.04018 1.18374 3.26483 -0.118 -0.916 0.455 0.08
H 0.35639 0.65976 4.95087 -0.279 -0.333 -1.007 0.10
H 1.13987 -0.91167 2.38820 0.272 0.087 0.870 0.07
H 0.92033 -1.71798 4.00272 0.341 0.845 -0.650 0.09
H 3.00971 -1.17484 4.64973 -0.537 1.725 -0.874 -0.05
H 2.46638 0.53678 4.75340 0.333 -0.556 -0.846 0.11
H 4.00528 -0.92851 2.42266 -0.333 0.727 0.372 0.09
H 4.60761 0.47159 3.37534 -0.925 -0.599 -0.311 0.10
H 3.74263 2.00864 1.84706 -0.507 -1.027 -0.134 0.11
H 2.09617 1.30780 2.00936 0.777 -0.336 -0.463 0.08
H 2.86758 -0.63483 0.32178 0.481 0.818 0.303 0.08
H 4.50488 0.19207 0.30652 -1.124 -0.155 0.246 0.11
H 3.07420 2.34664 -0.47350 -0.095 -0.848 -0.501 0.06
H 3.77424 1.15615 -1.65547 -0.914 0.194 0.667 0.09
H 1.34002 0.34710 -3.89489 0.173 -0.511 1.054 0.09
H 2.06573 -0.96973 -2.87020 -0.898 0.556 -0.167 0.05
H -0.81906 -0.67280 -3.98868 0.872 -0.060 0.526 0.10
H -0.79354 -0.84954 -2.19998 0.367 -0.242 -1.073 0.07
H -0.85906 -3.04168 -3.85180 0.654 0.188 0.670 0.08
H 0.95875 -2.91944 -3.71609 -1.759 0.413 0.987 -0.03
H 2.10820 -2.54114 -1.45930 -0.992 -0.534 0.363 0.10
H 2.17989 -3.23741 1.01493 -1.098 -0.247 -0.502 0.09
H 0.06115 -4.21072 2.07937 -0.325 0.243 -1.180 0.09
H -2.16226 -4.50021 0.69760 1.080 0.312 -0.199 0.09
H -2.20761 -3.80768 -1.79938 1.078 0.147 0.661 0.11
H 2.13875 4.01673 -1.41064 -0.977 -0.263 -0.509 0.08
H 1.01909 6.12363 -2.46440 -0.265 -1.127 0.016 0.09
H -1.14214 5.87831 -3.81104 0.665 -0.781 0.583 0.09
H -2.25059 3.56106 -4.16959 1.119 0.460 0.698 0.00
H -1.20771 1.52302 -3.14564 0.596 0.825 0.328 0.09
Cl -6.05691 3.03801 4.71392 0.100 -0.033 0.107 0.68
C -6.87939 1.52212 4.62272 -0.115 0.031 -0.152 -0.69
C -7.88988 1.38234 3.67815 -0.158 -0.218 -0.061 -0.11
C -8.57506 0.18179 3.56140 0.072 0.001 0.071 -0.08
C -8.25054 -0.88536 4.38958 0.047 0.092 0.005 -0.08
C -7.24464 -0.74730 5.33500 -0.202 -0.070 -0.174 -0.11
C -6.55792 0.45565 5.45525 -0.061 -0.191 0.018 -0.69
Cl -5.31956 0.56733 6.65491 0.055 0.135 -0.049 0.67
H -8.14581 2.21056 3.02890 0.128 0.021 0.104 0.11
H -9.36205 0.07764 2.82399 0.061 0.043 0.032 0.11
H -8.78181 -1.82524 4.29846 0.054 0.046 0.036 0.11
H -6.99682 -1.58188 5.97922 0.088 0.139 0.019 0.11
Cl 0.04255 -4.88009 -5.95052 0.029 0.104 0.028 0.72
C 1.70124 -5.15141 -6.34675 0.006 -0.146 -0.080 -0.67
C 2.03127 -6.33753 -6.99276 0.248 -0.087 -0.090 -0.11
C 3.34815 -6.60113 -7.33958 -0.019 0.083 0.043 -0.08
C 4.34170 -5.67740 -7.04228 -0.084 0.012 0.026 -0.08
C 4.01606 -4.49456 -6.39498 0.100 -0.208 -0.114 -0.11
C 2.69711 -4.22835 -6.04402 0.275 -0.017 -0.084 -0.64
Cl 2.36108 -2.73651 -5.23282 0.634 -0.019 -0.849 0.77
H 1.26041 -7.06077 -7.22850 -0.048 0.141 0.078 0.11
H 3.60003 -7.52711 -7.84258 -0.055 0.050 0.032 0.11
H 5.37067 -5.87918 -7.31482 -0.054 0.047 0.038 0.11
H 4.79529 -3.77872 -6.16397 -0.153 0.037 0.044 0.11
Cl -7.36488 3.02120 -3.56603 0.114 -0.099 -0.014 0.68
C -6.64796 4.27918 -4.50905 -0.141 0.128 0.013 -0.69
C -7.39018 5.43356 -4.73142 0.069 0.238 -0.137 -0.11
C -6.85554 6.47475 -5.47674 0.061 -0.099 0.028 -0.07
C -5.57418 6.36551 -6.00233 -0.022 -0.063 0.018 -0.09
C -4.83293 5.21298 -5.78445 -0.121 0.212 -0.030 -0.10
C -5.36753 4.16762 -5.03951 0.107 0.169 -0.120 -0.67
Cl -4.39642 2.75659 -4.80831 -0.409 -0.240 -0.023 0.71
H -8.38910 5.52490 -4.32289 0.083 -0.142 0.034 0.11
H -7.43801 7.37276 -5.64778 0.014 -0.063 0.018 0.11
H -5.15373 7.17942 -6.58201 -0.084 -0.243 0.129 0.02
H -3.83479 5.13191 -6.19807 -0.055 -0.126 0.073 0.11
Cl -4.33354 9.33619 -7.41270 -0.011 0.211 -0.219 0.71
C -4.92155 10.50674 -6.28505 0.128 0.042 0.185 -0.67
C -4.10100 10.85635 -5.21876 -0.026 0.157 0.195 -0.11
C -4.52533 11.79589 -4.29063 -0.069 -0.013 -0.070 -0.08
C -5.77342 12.39056 -4.42680 0.039 -0.077 -0.071 -0.08
C -6.59538 12.04063 -5.48833 0.130 0.097 0.227 -0.11
C -6.17304 11.09776 -6.41869 -0.114 0.126 0.095 -0.69
Cl -7.24392 10.69897 -7.71478 0.089 -0.112 -0.062 0.68
H -3.12644 10.39678 -5.10867 -0.091 -0.044 -0.125 0.11
H -3.88269 12.06511 -3.46102 -0.014 -0.044 -0.069 0.11
H -6.10616 13.12693 -3.70515 -0.013 -0.047 -0.063 0.11
H -7.56821 12.50589 -5.58852 0.044 -0.111 -0.114 0.11
Cl 5.14439 -1.00615 6.05339 0.049 -0.024 -0.027 0.75
C 5.35866 -2.69359 6.34258 0.101 -0.116 0.084 -0.66
C 6.28436 -3.07031 7.31004 0.066 -0.256 0.064 -0.11
C 6.49690 -4.41126 7.59118 -0.035 0.020 -0.047 -0.09
C 5.78287 -5.38387 6.90602 -0.019 0.035 -0.017 -0.10
C 4.86135 -5.01397 5.93822 0.144 -0.102 0.164 -0.12
C 4.64470 -3.67054 5.65011 0.041 -0.265 0.004 -0.63
Cl 3.47832 -3.29719 4.42036 0.349 -0.594 0.143 0.77
H 6.84385 -2.31560 7.84890 -0.115 0.059 -0.117 0.11
H 7.22004 -4.69801 8.34559 -0.040 0.058 -0.037 0.11
H 5.94493 -6.43275 7.12554 -0.031 0.049 -0.054 0.11
H 4.30946 -5.77899 5.40584 -0.019 0.156 -0.053 0.11
Cl 8.11774 -5.34583 3.92356 -0.101 0.007 -0.110 0.69
C 8.33124 -7.03321 4.21956 0.121 0.039 0.149 -0.69
C 9.25450 -7.41564 5.18650 0.061 -0.260 0.101 -0.11
C 9.45707 -8.75951 5.46574 -0.071 0.020 -0.063 -0.09
C 8.73486 -9.72720 4.77854 -0.014 0.097 -0.016 -0.08
C 7.81533 -9.34826 3.81110 0.172 -0.115 0.188 -0.11
C 7.61198 -8.00204 3.52802 -0.017 -0.209 0.001 -0.69
Cl 6.45770 -7.59377 2.30923 0.007 0.153 0.032 0.68
H 9.81914 -6.66523 5.72620 -0.109 0.057 -0.116 0.11
H 10.17785 -9.05271 6.21975 -0.038 0.055 -0.042 0.11
H 8.88867 -10.77727 4.99668 -0.032 0.058 -0.044 0.11
H 7.25634 -10.10684 3.27718 -0.028 0.157 -0.041 0.11

=====

No. 3
47
Properties=species:S:1:pos:R:3:forces:R:3:lowdin_charge:R:1 method="wB97M-V/def2-TZVPD" e_tot_ha=-960.48672 e_homo_ev=-9.1 smiles="CC(C)COC[C@H](O)C[C@H](Cc1ccccc1)C(=O)NN" de_lowest_kj_mol=256.5 homo_lumo_gap_ev=9.79
C -4.78963 -2.73681 -0.14132 0.065 0.262 0.116 -0.08
C -4.40043 -1.25957 -0.11890 0.092 0.005 -0.159 -0.40
C -5.25002 -0.48979 -1.12948 0.080 -0.025 0.270 -0.08
C -2.89086 -1.10080 -0.39190 -0.160 -0.226 0.097 -0.19
O -2.23931 -0.15860 0.43282 0.188 0.096 0.118 -0.15
C -2.54002 1.18983 0.16532 -0.086 0.249 0.258 -0.17
C -1.55123 2.08511 0.93130 0.184 -0.419 -0.304 -0.36
O -2.12315 3.34741 1.19223 -0.218 0.344 -0.042 -0.02
C -0.21052 2.25656 0.20258 -0.261 -0.184 0.232 -0.10
C 0.52614 0.94714 -0.09460 0.034 0.125 -0.022 -0.23
C 0.91182 0.17070 1.17635 -0.076 -0.077 -0.243 -0.10
C 1.82255 -0.97248 0.82298 -0.018 -0.052 0.223 -0.23
C 1.30849 -2.08331 0.16485 0.029 0.027 0.034 -0.03
C 2.13508 -3.12332 -0.21629 -0.036 -0.078 -0.054 -0.08
C 3.49158 -3.06814 0.05752 0.072 -0.070 -0.025 -0.09
C 4.01212 -1.97079 0.71964 0.116 -0.023 -0.015 -0.08
C 3.18210 -0.92996 1.09923 -0.026 -0.005 0.025 -0.05
C 1.75131 1.23440 -0.95352 -0.293 0.034 -0.051 -0.48
O 1.86104 0.87234 -2.10798 -0.042 -0.141 -0.216 0.07
N 2.71886 1.96135 -0.34878 0.554 0.436 0.124 -0.01
N 3.97213 2.17813 -0.95618 -0.047 0.021 -0.088 0.04
H -5.85427 -2.84988 0.04955 -0.105 -0.072 -0.017 0.08
H -4.24473 -3.29185 0.61838 0.052 -0.115 0.058 0.08
H -4.56796 -3.17107 -1.11413 0.012 -0.109 -0.126 0.08
H -4.59116 -0.86586 0.88534 0.067 -0.004 -0.019 0.14
H -5.00730 0.56961 -1.13311 0.001 0.129 -0.060 0.06
H -6.30584 -0.59486 -0.88934 -0.126 0.025 -0.037 0.08
H -5.08800 -0.88298 -2.13149 0.002 -0.023 -0.134 0.08
H -2.37862 -2.04076 -0.17033 -0.050 0.011 -0.097 0.12
H -2.72157 -0.85425 -1.45104 0.023 -0.030 0.030 0.13
H -3.55435 1.43934 0.51033 0.116 0.002 -0.077 0.13
H -2.47870 1.38913 -0.91719 -0.012 0.004 0.012 0.14
H -1.39333 1.63899 1.91694 -0.011 -0.035 -0.084 0.15
H -2.25456 3.80878 0.35530 0.036 0.004 0.053 0.10
H 0.41521 2.91171 0.81406 -0.008 0.037 -0.030 0.12
H -0.40006 2.77103 -0.74606 -0.014 0.067 0.004 0.13
H -0.11627 0.30634 -0.70234 0.155 0.037 -0.024 0.14
H -0.00624 -0.21606 1.62085 0.037 0.076 0.092 0.12
H 1.39417 0.83322 1.89845 -0.011 0.015 0.082 0.12
H 0.25012 -2.12618 -0.04666 -0.155 -0.007 -0.046 0.11
H 1.72222 -3.97921 -0.73018 -0.036 -0.064 -0.037 0.10
H 4.13956 -3.87824 -0.24308 0.046 -0.063 -0.019 0.10
H 5.06871 -1.92106 0.93938 0.080 -0.004 0.022 0.10
H 3.60184 -0.07914 1.61794 0.014 0.090 0.047 0.11
H 2.70107 2.15051 0.64133 -0.034 -0.143 -0.168 0.13
H 3.90329 2.97359 -1.59305 -0.106 -0.282 0.144 0.08
H 4.18143 1.36216 -1.53355 -0.123 0.155 0.154 0.08

=====

No. 4
53
Properties=species:S:1:pos:R:3:forces:R:3:lowdin_charge:R:1 method="wB97M-V/def2-TZVPD" e_tot_ha=-1818.15672 e_homo_ev=-6.8 total_charge=-1 de_lowest_kj_mol=363.2 homo_lumo_gap_ev=9.11
Cl 20.48662 -4.06309 26.73185 -0.001 -0.066 0.172 0.12
C 21.02441 -7.79424 27.08873 0.743 0.183 -0.261 -0.16
O 21.54962 -7.00360 26.04392 -0.364 0.026 -0.416 -0.16
H 21.49819 -8.76964 26.97807 -0.330 -0.101 0.569 0.09
H 21.33791 -7.21715 27.95865 -0.216 -0.960 0.883 0.04
H 19.93560 -7.81808 27.04368 -0.039 -0.454 0.081 0.06
H 21.15621 -6.17979 26.34085 0.285 1.217 -0.989 -0.08
C 19.99463 -5.96841 22.91195 -0.078 -0.411 -1.520 -0.20
O 19.18577 -5.15733 23.66612 -0.833 0.659 1.782 -0.13
H 19.34157 -6.70317 22.44103 0.060 -0.197 -0.363 0.07
H 20.36345 -5.28039 22.15123 0.813 -0.623 -0.499 0.07
H 20.76991 -6.55105 23.40950 0.169 0.428 0.331 0.07
H 19.55917 -5.05547 24.54464 -0.077 0.184 0.247 -0.02
C 17.26378 -1.11488 26.30977 -0.655 -2.995 -1.902 -0.84
O 17.06566 -1.49578 25.19327 -0.664 0.710 -3.431 0.06
N 18.12612 -1.72250 27.04479 5.264 -1.774 3.129 0.14
N 16.47627 -0.45732 27.07434 -3.786 4.251 1.923 0.17
H 18.38547 -1.20925 27.87510 0.565 -0.508 0.027 0.10
H 18.87040 -2.24731 26.60806 0.049 -0.061 0.023 0.00
H 15.67861 -0.01648 26.63903 0.038 -0.005 0.643 0.12
H 16.65555 -0.51172 28.06681 -0.831 0.468 -0.373 0.11
C 23.33589 -1.53898 25.57826 -0.398 0.675 -1.336 -0.77
O 24.27337 -0.86078 25.29484 2.963 2.153 -0.111 0.03
N 22.15153 -0.96540 25.90136 -1.568 -0.488 0.849 0.15
N 23.38204 -2.85025 25.39380 -1.026 -2.108 0.503 0.16
H 22.08021 0.04207 25.89898 0.244 -0.415 -0.205 0.10
H 21.32647 -1.51426 25.70607 -0.128 0.270 0.228 0.05
H 22.57410 -3.38655 25.67612 0.188 -0.473 -0.160 -0.01
H 24.20525 -3.28591 25.00312 -0.301 0.323 0.270 0.12
C 18.58134 -5.07372 30.23507 -1.282 -4.277 1.490 -0.81
O 17.70096 -5.56023 30.92521 -0.665 0.553 0.845 0.03
N 18.85042 -3.88923 29.91208 -1.539 8.048 -0.011 0.17
N 19.51001 -5.76793 29.64671 3.093 -4.624 -1.986 0.15
H 18.17751 -3.21657 30.25093 0.299 0.423 -0.544 0.12
H 19.54642 -3.67494 29.21223 -0.280 0.490 0.319 0.04
H 19.77177 -6.68789 29.97115 -0.241 0.208 -0.374 0.12
H 20.00237 -5.30217 28.89788 0.497 -0.833 0.153 0.00
C 22.70969 -4.35291 30.07686 0.053 1.473 0.147 -0.79
O 23.07982 -4.52943 31.19646 0.425 -0.069 2.611 0.05
N 22.28823 -3.19355 29.53271 -0.647 2.661 0.198 0.15
N 22.69721 -5.25414 29.13813 0.112 -2.877 -2.495 0.15
H 22.11776 -3.12463 28.53959 -0.099 0.213 0.214 0.02
H 22.25726 -2.33671 30.06654 0.221 -0.382 -0.053 0.11
H 22.67427 -6.23308 29.38559 0.129 0.322 -0.286 0.11
H 22.31840 -4.87992 28.27989 -0.075 -1.281 -0.390 0.02
C 16.76779 -5.91958 25.82545 -1.315 3.668 -0.564 -0.85
O 15.76307 -6.29079 25.32222 -3.802 -1.973 -2.081 0.05
N 17.67881 -6.68931 26.24830 4.401 -4.343 2.316 0.19
N 16.98866 -4.61863 25.96108 0.126 2.183 0.437 0.18
H 17.43065 -7.66828 26.23735 0.258 0.168 0.190 0.12
H 18.35336 -6.36619 26.92704 -0.053 -0.136 -0.133 0.08
H 16.29430 -4.05603 25.49049 0.560 0.336 0.259 0.11
H 17.82808 -4.24217 26.37791 -0.260 0.140 -0.355 0.02